DFT (ωB97M-V with the def2-TZVPD basis set) results for a 3-piece molecular cluster, C12H26N2O7 overall.

```
47
Properties=species:S:1:pos:R:3:forces:R:3:mulliken_charge:R:1
O 3.89942 -3.43504 1.04822 0.1 -0.3 0.2 -0.48
C 3.36780 -2.91311 0.12517 0.1 0.0 -0.3 0.18
O 2.06158 -3.07509 -0.17039 -0.1 0.2 0.3 -0.40
C 1.37188 -1.89059 -0.59146 0.1 -0.1 -0.2 -0.28
C 0.74838 -1.20818 0.62007 0.0 -0.1 0.1 -0.37
O -0.25181 -0.29480 0.23150 0.1 0.1 0.0 -0.36
C 0.13941 1.02623 -0.14675 -0.1 0.2 -0.1 -0.18
O 1.50358 1.16963 -0.39566 0.0 -0.1 0.1 -0.35
C 2.20550 1.84436 0.65244 0.0 0.0 0.3 -0.27
C 3.67014 1.87791 0.30006 0.0 0.0 -0.3 -0.69
O 4.34004 0.66070 0.60363 -0.1 0.0 0.1 -0.53
H 3.92003 -2.30866 -0.61936 -0.2 0.2 0.1 0.41
H 2.04752 -1.21923 -1.13099 0.0 0.0 0.0 0.38
H 0.57736 -2.20711 -1.26614 0.0 0.0 0.0 0.08
H 0.24901 -1.98130 1.20730 0.0 0.0 0.0 0.49
H 1.50921 -0.76240 1.26980 0.0 0.0 -0.1 0.15
H -0.16819 1.71623 0.64575 0.1 -0.1 0.0 0.23
H -0.40984 1.25841 -1.06185 0.0 -0.1 0.0 0.15
H 1.79852 2.85007 0.79455 0.0 0.0 -0.1 0.38
H 2.07234 1.30848 1.59995 0.0 0.1 0.0 0.35
H 4.17238 2.67112 0.85333 0.0 -0.1 0.1 0.40
H 3.76099 2.09484 -0.77134 0.0 0.1 0.1 0.26
H 3.75841 -0.06379 0.35305 0.0 0.0 -0.1 0.31
C -1.59843 -1.63777 -4.80900 0.0 0.0 0.0 -0.91
N -1.83491 -0.66053 -3.77011 0.0 0.0 0.0 0.19
C -2.16690 -1.10151 -2.42439 0.0 0.1 -0.1 -0.49
C -1.75201 0.66571 -3.99347 0.1 0.0 0.0 0.08
O -1.92481 1.51445 -3.13831 0.0 0.0 0.0 -0.57
H -2.48211 -2.25869 -4.97060 0.0 0.0 0.0 0.34
H -0.76075 -2.28882 -4.54938 0.0 0.0 0.0 0.31
H -1.36118 -1.12548 -5.73993 0.0 0.0 0.0 0.29
H -3.14884 -0.72628 -2.13289 0.0 0.0 0.0 0.32
H -1.44065 -0.71671 -1.71062 0.0 -0.1 0.1 -0.19
H -2.17157 -2.18929 -2.39417 0.0 0.0 0.0 0.41
H -1.50259 0.91725 -5.03796 0.0 0.0 0.0 0.29
C -2.52030 -0.13387 3.90759 0.0 0.0 0.0 -0.97
N -1.87241 1.06653 3.42558 0.0 0.0 0.0 0.20
C -2.59092 1.94059 2.51378 0.0 0.0 0.0 -0.84
C -0.62249 1.40162 3.80056 0.0 0.0 0.0 0.07
O -0.02181 2.38782 3.41404 -0.1 0.0 -0.1 -0.60
H -2.77714 -0.79510 3.07744 0.0 0.0 0.0 0.32
H -3.43288 0.10863 4.45595 0.0 0.0 0.0 0.37
H -1.84557 -0.66503 4.57678 0.0 0.0 0.0 0.30
H -2.06221 2.03586 1.56710 0.0 0.0 0.0 0.20
H -2.69669 2.93788 2.94149 0.0 0.0 0.0 0.32
H -3.57651 1.52042 2.32791 0.0 0.0 0.0 0.39
H -0.18000 0.68368 4.51175 0.0 0.0 0.0 0.33
```
Positions in Å, forces in eV/Å.

Results
Orbital gap: 10.04 eV
Highest occupied orbital energy: -9.50 eV
Structure (SMILES): O=COCCOCOCCO.CN(C)C=O.CN(C)C=O
Spin multiplicity: 1
Charge: 0
LUMO: 0.5397 eV
Maximum force: 0.36 eV Å⁻¹